{
  "formula": "C4H6O2",
  "method": "wB97M-V/def2-TZVPD",
  "elements": ["O", "C", "C", "C", "C", "O", "H", "H", "H", "H", "H", "H"],
  "positions_angstrom": [[2.5165, -0.6235, -0.0907], [1.7533, 0.0562, 0.5517], [0.4371, 0.5611, 0.0069], [-0.4041, -0.4149, -0.8222], [-1.4853, -0.1152, 0.2253], [-0.5668, 0.6557, 1.0262], [1.9738, 0.3667, 1.5946], [0.6118, 1.5346, -0.4772], [-0.0157, -1.4358, -0.8049], [-0.6190, -0.1222, -1.8507], [-1.8886, -0.9708, 0.7760], [-2.3132, 0.5081, -0.1351]],
  "atomic_forces_ev_per_a": [[-0.329, 0.286, 0.303], [0.207, -0.141, -0.240], [0.239, 0.055, -0.159], [0.004, -0.104, -0.119], [-0.355, -0.153, -0.068], [0.033, 0.049, 0.123], [-0.011, -0.064, -0.083], [0.034, -0.099, 0.062], [-0.056, 0.164, -0.003], [0.031, -0.024, 0.176], [0.065, 0.126, -0.046], [0.139, -0.094, 0.054]],
  "homo_energy_ev": -9.72,
  "e_tot_ev": -8338.5548,
  "de_lowest_kcal_mol": 44.0,
  "gap_ev": 10.597
}